Record 1
C11H21Br8Cl3O2Sr3 | ωB97M-V/def2-TZVPD

Properties
- Electronic energy: -616217.7764 eV
- ΔE to the lowest compared entry with this formula, charge and spin: 0.0 kJ/mol
- Orbital gap: 0.097 Ha
- HOMO level: -0.653 Eh
- Charge: +4
- LUMO energy: -15.134 eV

Positions of all 48 atoms, in Å:
Sr  -2.19687  -1.28877  -3.38405
Sr  -2.48047  -3.40163  -0.02916
Sr  -5.05078  0.23126  -1.25508
Br  -1.62269  -2.21166  2.76340
Br  1.77703  4.41529  -0.85439
Br  -0.50392  3.80850  3.12330
Br  0.45210  -2.12195  -4.94769
Br  0.60666  -0.15157  4.55702
Br  -2.36219  6.34634  0.05392
Br  3.05186  -5.09268  -2.38546
Br  -4.89947  2.48442  0.81219
Cl  3.69056  -4.20861  2.60332
Cl  3.08772  -2.71775  0.15020
Cl  5.65455  -3.92385  0.53572
O  -2.46175  0.22147  -1.33388
O  -0.62901  -2.07630  -1.37341
C  0.51915  3.77694  0.46531
C  -1.27864  0.21358  -0.52407
C  0.39018  -2.38752  2.74852
C  -3.71804  5.12805  0.79290
C  1.91370  -2.82607  -3.78309
C  1.91646  -4.32847  -3.80000
C  3.90198  -4.09323  0.84396
C  0.61181  4.59688  1.73160
C  -0.14328  -0.81455  -0.91898
C  -3.46148  3.73602  0.24280
C  1.02782  -1.04211  2.87822
H  -3.27662  3.72564  -0.83047
H  0.33798  5.63932  1.60717
H  3.53143  -5.00687  0.39785
H  0.94568  -4.75732  -3.57076
H  0.47663  -0.92831  -0.02585
H  0.69441  -2.93570  1.85750
H  -0.80144  1.18759  -0.37280
H  -2.56536  3.31199  0.69589
H  1.81950  -2.28165  -2.85004
H  0.84835  -0.29752  2.09647
H  1.63516  4.57474  2.09841
H  -1.57005  -0.00277  0.51178
H  0.57863  -0.47935  -1.67232
H  2.25342  -4.66726  -4.77522
H  2.11324  -1.05266  2.75145
H  0.51551  -3.04735  3.60161
H  -0.47374  3.79755  0.01653
H  2.80018  -2.42381  -4.27277
H  -4.68011  5.55073  0.51008
H  0.77605  2.73143  0.63137
H  -3.75183  5.08958  1.88095

---

Record 2
C11H21Cl8NO4 | ωB97M-V/def2-TZVPD

Properties
- Electronic energy: -121607.0483 eV
- SMILES: NC(=O)OCC(=O)O.ClCCCl.ClCCCl.ClCCCl.ClCCCl
- Orbital gap: 0.390 Ha
- HOMO level: -0.386 Eh
- LUMO energy: 0.122 eV

Positions of all 45 atoms, in Å:
Cl  -3.88318  -3.73804  5.22666
Cl  -0.90480  -3.37160  3.59363
Cl  0.31144  0.37807  2.88525
Cl  3.24837  -3.83939  -4.38920
Cl  3.64247  0.95704  3.37063
Cl  -0.75835  -0.19930  -0.83260
Cl  2.37844  0.18449  -2.12556
Cl  3.77345  -1.47886  -6.80544
O  -4.80892  2.86490  -0.20171
O  -1.29218  3.07322  -1.29784
O  -3.66066  1.97161  1.60053
O  -2.09198  4.67396  0.14665
N  -0.37730  2.90143  0.84494
C  4.64797  -2.74626  -4.53766
C  -2.46702  -2.63550  3.15568
C  -3.85835  2.95923  0.87220
C  -3.14447  4.37468  1.08972
C  1.11389  -0.94037  -2.68735
C  -1.27589  3.53779  -0.12510
C  -3.29731  -2.28701  4.37367
C  -0.27691  -0.35882  -2.53847
C  4.26114  -1.39022  -5.09363
C  1.66782  -0.31939  1.96346
C  2.88409  -0.56329  2.83255
H  5.06526  -2.63050  -3.53562
H  2.63286  -1.14861  3.71889
H  -2.99335  -3.32706  2.49557
H  5.39545  -3.23764  -5.16288
H  -2.73194  -1.68166  5.08429
H  5.11471  -0.71149  -5.04327
H  -1.00678  -1.01746  -3.01268
H  -2.81536  4.42756  2.18887
H  1.89446  0.35351  1.13415
H  1.22033  -1.87352  -2.13144
H  -5.50126  3.52945  0.04940
H  -4.18002  -1.72062  4.07058
H  -3.94900  5.19192  0.96240
H  -0.66048  1.92561  1.03499
H  1.31944  -1.14662  -3.73973
H  1.31336  -1.26429  1.54722
H  -0.43386  3.48220  1.69724
H  -0.35356  0.62542  -3.00457
H  3.43911  -0.94446  -4.53006
H  -2.24129  -1.72959  2.58946
H  3.64013  -1.11051  2.26621

---

Record 3
C11H21FNO6S3 | ωB97M-V/def2-TZVPD

Properties
- Electronic energy: -60732.7527 eV
- ΔE to the lowest compared entry with this formula, charge and spin: 188.8 kJ/mol
- Orbital gap: 0.236 Ha
- HOMO level: -0.448 Eh
- Charge: +1
- LUMO energy: -5.783 eV

Positions of all 43 atoms, in Å:
S  -2.49003  1.02051  3.23682
S  1.75568  0.35620  0.65504
S  1.10080  -1.20666  -5.82639
F  2.43590  -2.19328  -5.83659
O  2.26444  1.56466  0.05179
O  0.44962  -0.18177  0.32799
O  1.61627  0.16437  -5.84867
O  -1.69977  -0.17480  3.42548
O  -2.40342  2.14944  4.12964
O  0.34005  -1.41228  -7.06283
N  0.11183  -1.52479  -4.41187
C  0.79925  -1.29788  -3.07992
C  2.97493  -0.93324  0.45578
C  2.92085  -0.56383  2.86215
C  1.90588  0.49867  2.43231
C  -3.32991  0.86064  0.76328
C  -2.25902  1.59232  1.56215
C  1.03345  1.44899  -2.87142
C  -4.59922  0.91990  1.61746
C  3.86843  -0.79832  1.68251
C  0.98679  0.22778  -2.75298
C  -4.20672  0.54613  3.04907
H  3.51082  -0.79663  -0.48374
H  0.08908  -1.68690  -2.26980
H  3.46059  -0.25225  3.75769
H  -4.81050  1.07785  3.78394
H  -2.42871  2.67083  1.55130
H  -0.13340  -2.54232  -4.45000
H  1.11455  2.54284  -3.13542
H  -3.47975  1.31640  -0.21737
H  1.79531  -1.82385  -2.98143
H  2.25894  1.50509  2.66091
H  -5.00243  1.93680  1.59963
H  0.93012  0.33314  2.89212
H  -3.03584  -0.18280  0.61070
H  2.45032  -1.89149  0.45467
H  -1.24632  1.36794  1.22845
H  2.39950  -1.49562  3.10104
H  -4.27961  -0.52928  3.21630
H  -0.80174  -1.02690  -4.49953
H  -5.37506  0.25368  1.23551
H  4.53508  0.06160  1.56756
H  4.48538  -1.68638  1.82833

---

Record 4
C11H21KN2O | ωB97M-V/def2-TZVPD

Properties
- Electronic energy: -33091.6800 eV
- ΔE to the lowest compared entry with this formula, charge and spin: 18.5 kJ/mol
- Orbital gap (alpha / beta): 0.257 / 0.298 Ha
- ⟨S²⟩: 0.7542
- Multiplicity: 2
- HOMO level (alpha / beta): -0.404 / -0.445 Eh
- Charge: +1
- LUMO energy (alpha / beta): -4.014 / -4.015 eV

Positions of all 36 atoms, in Å:
K  2.75250  4.32385  -0.50390
O  1.09588  0.68752  -2.01794
N  1.13942  0.32985  -0.79817
N  -3.41801  -0.48881  -1.31041
C  1.31478  1.28122  1.49776
C  0.93143  -1.12407  -0.47881
C  0.79678  2.70698  -0.47609
C  -2.59383  -0.71286  1.00659
C  -0.15524  -1.38373  0.59936
C  -0.89938  1.03841  0.24926
C  0.57327  -1.84967  -1.77419
C  -3.05504  -1.21426  -0.34042
C  0.60217  1.32470  0.14919
C  2.28019  -1.67839  0.01350
C  -1.12879  -0.25264  1.01634
H  -2.72735  -1.47518  1.77053
H  1.38066  -1.79201  -2.49446
H  -3.22681  0.13217  1.28624
H  2.21410  -2.76209  0.06842
H  -3.42515  0.49256  -1.02904
H  -0.91024  -0.01849  2.06006
H  2.33399  1.65499  1.39904
H  1.36050  0.27818  1.90484
H  -1.23875  0.93589  -0.78202
H  0.76555  1.89850  2.20610
H  -0.74738  -2.21535  0.22522
H  1.83377  2.89310  -0.72670
H  -3.05736  -2.29317  -0.48090
H  3.07499  -1.41233  -0.67868
H  0.48833  3.43725  0.28503
H  -1.43689  1.86403  0.71339
H  -0.35405  -1.48294  -2.20455
H  0.42549  -2.89835  -1.52072
H  0.15128  2.84971  -1.33584
H  0.33138  -1.76387  1.49530
H  2.52784  -1.31074  1.00670

---

Record 5
C11H21N2O | ωB97M-V/def2-TZVPD

Properties
- Electronic energy: -16764.9822 eV
- ΔE to the lowest compared entry with this formula, charge and spin: 436.3 kJ/mol
- SMILES: CCc1cc(CC)[n+](C(C)(C)C)n1O
- Orbital gap: 0.370 Ha
- HOMO level: -0.487 Eh
- Charge: +1
- LUMO energy: -3.165 eV

Positions of all 35 atoms, in Å:
O  0.96451  -2.34576  0.27997
N  0.96714  -1.01104  0.01938
N  -0.44792  -0.28949  -0.11686
C  4.13449  0.56884  -0.94305
C  -1.62473  -2.27756  -0.93368
C  -1.71749  -1.54143  1.52573
C  1.30600  1.15469  0.03352
C  -1.67183  -1.07809  0.09675
C  -0.87896  2.18912  -0.53090
C  -2.97218  -0.45541  -0.24277
C  3.38036  -0.36480  0.11067
C  -1.18014  3.07661  0.66016
C  -0.08828  0.98840  -0.20697
C  1.89614  -0.06150  0.11608
H  -3.14345  0.28940  0.46441
H  -0.70480  -1.87008  1.81628
H  -0.74624  4.05442  0.52387
H  3.97163  0.06414  -1.89541
H  3.48676  -1.39252  -0.17696
H  -1.80627  2.07655  -1.10326
H  5.18504  0.66865  -0.81158
H  -2.12321  -0.70132  2.18647
H  -0.10063  2.75127  -1.08627
H  -1.57670  -3.25121  -0.56591
H  -2.24849  -2.39235  1.55034
H  -0.64127  2.63880  1.50085
H  1.82452  2.10158  -0.07228
H  1.42035  -2.53885  1.15290
H  3.69069  -0.28539  1.18013
H  -2.25170  3.12957  0.94710
H  -3.03820  0.05361  -1.21606
H  -0.82601  -2.01886  -1.64875
H  -2.61964  -2.17879  -1.52942
H  3.79213  1.57697  -0.81472
H  -3.61162  -1.32817  -0.26978

---

Record 6
C11H21N3O5 | ωB97M-V/def2-TZVPD

Properties
- Electronic energy: -26455.4163 eV
- ΔE to the lowest compared entry with this formula, charge and spin: 133.3 kJ/mol
- SMILES: NCCCC[C@H](N)C(=O)N[C@@H](CCC(=O)O)C(=O)O
- Orbital gap: 0.316 Ha
- HOMO level: -0.311 Eh
- LUMO energy: 0.148 eV

Positions of all 40 atoms, in Å:
O  2.30230  1.20796  -2.98012
O  -2.96248  0.53305  1.43794
O  1.12079  3.89165  0.51042
O  2.50347  3.35451  -2.30312
O  0.68436  2.23014  1.90402
N  -0.49772  -0.70226  2.22304
N  -1.64612  1.74362  0.11844
N  1.76489  -4.31681  2.05532
C  -1.55887  -1.68693  0.13121
C  -0.45003  3.03770  -1.64319
C  -0.34020  2.19935  -0.30728
C  -1.89201  0.61537  0.84600
C  -0.02993  -3.71241  0.47637
C  -0.54925  -2.69986  -0.50736
C  1.78112  2.25670  -2.75665
C  1.16386  -3.22657  1.34414
C  0.27134  2.40332  -2.87452
C  0.50295  2.76662  0.87114
C  -0.93481  -0.52622  0.93190
H  -0.13911  1.42027  -3.20995
H  -0.03977  4.08240  -1.48886
H  -1.47965  3.08594  -1.80381
H  2.02020  -2.77164  0.75285
H  -2.44406  2.34509  0.18978
H  0.08701  3.01280  -3.79258
H  -2.10228  -1.19335  -0.67944
H  0.16480  1.28656  -0.55799
H  -2.27308  -2.23068  0.74534
H  -0.04643  -0.22143  0.43151
H  -0.83598  -4.00524  1.12053
H  0.31509  -4.53902  -0.10227
H  -1.25108  -0.62944  2.86511
H  0.14665  0.07841  2.36684
H  1.26337  -5.19496  1.85277
H  1.74614  -4.21491  3.07714
H  1.97145  4.17802  -2.33340
H  0.27540  -2.17720  -1.03265
H  1.61764  4.07316  1.35312
H  0.83454  -2.51459  2.11212
H  -1.06455  -3.23914  -1.34383